1.
DFT (ωB97M-V with the def2-TZVPD basis set) results for a molecular structure, C14H26EuN2OS2 in a non-equilibrium geometry.

Last column: Mulliken spin population.
Atoms and positions in Å:
Eu  0.1787  0.2621  -0.1222  6.1104
S  -1.0336  2.8340  -0.4685  -0.0170
S  -0.8026  -2.4300  -0.2476  -0.0269
C  -2.8240  2.4411  -0.4428  0.0003
C  -0.5220  2.4332  -2.1974  -0.0004
C  -0.9831  1.1733  -2.9600  -0.0010
N  -0.2791  -0.0732  -2.5589  -0.0269
C  -0.9195  -1.3732  -2.9277  -0.0025
C  -0.4044  -2.5135  -2.0378  0.0026
H  0.5826  2.4597  -2.1330  0.0016
H  -0.8583  3.3268  -2.7429  -0.0003
H  -0.7533  1.3489  -4.0234  -0.0006
H  -2.0662  1.0451  -2.8690  -0.0010
H  -0.6556  -1.5999  -3.9757  -0.0007
H  -2.0104  -1.2957  -2.8536  0.0002
H  0.6996  -2.5371  -2.0515  0.0012
H  -0.7818  -3.4883  -2.3812  -0.0004
C  -2.6416  -2.4444  -0.2798  0.0002
H  0.5830  -0.0719  -3.1121  0.0007
H  -3.1323  -1.6580  -0.8635  -0.0002
H  -2.9467  -2.3373  0.7648  0.0000
H  -2.9500  -3.4403  -0.6282  -0.0014
H  -3.0918  2.3574  0.6157  0.0000
H  -3.1353  1.5324  -0.9614  -0.0001
H  -3.3550  3.3060  -0.8626  -0.0007
C  5.1614  0.2104  -1.7509  -0.0001
C  5.1975  0.2667  -0.4161  0.0000
H  5.1381  1.1108  -2.3696  0.0000
H  5.1995  -0.7388  -2.2911  0.0000
H  5.2702  1.2221  0.1090  0.0000
H  5.2695  -0.6373  0.1914  0.0000
O  2.1409  0.0504  1.2264  -0.0090
C  2.0005  -0.5327  2.5656  -0.0025
C  0.6268  -0.3392  3.1291  -0.0011
C  0.4384  -0.3888  4.5080  -0.0005
C  -0.8175  -0.1447  5.0329  -0.0005
C  -1.8742  0.1337  4.1522  -0.0005
C  -1.6242  0.1578  2.7798  -0.0023
N  -0.3854  -0.0617  2.2839  -0.0192
H  3.0579  -0.0988  0.8807  0.0007
H  2.2631  -1.5926  2.4969  -0.0004
H  2.7429  0.0019  3.1641  -0.0001
H  1.3048  -0.5982  5.1327  -0.0002
H  -1.0089  -0.1685  6.1077  0.0000
H  -2.8799  0.3320  4.5204  0.0000
H  -2.4169  0.3572  2.0397  -0.0012

Force components x, y, z for each atom (eV/Å):
0.122 -0.104 1.339
-0.269 -1.385 0.004
-0.551 0.793 -0.694
-0.211 0.575 0.233
0.147 0.398 -0.234
-0.297 0.345 -0.403
0.539 -0.132 0.562
-0.142 -0.362 -0.081
0.262 -0.124 -0.126
-0.243 0.271 -0.303
0.383 -0.370 -0.181
-0.338 0.155 0.298
0.169 -0.101 -0.052
-0.325 -0.064 0.375
0.234 0.124 -0.077
-0.330 -0.234 -0.167
0.242 0.322 -0.071
-0.026 -0.267 0.411
0.043 0.077 0.328
0.398 -0.151 -0.015
0.009 -0.105 -0.125
0.099 0.347 0.057
0.019 0.102 -0.195
0.297 0.046 -0.027
0.111 -0.301 0.081
-0.217 -0.080 0.019
-0.194 0.146 -0.047
0.131 -0.215 0.261
-0.036 0.238 0.219
-0.052 -0.217 -0.144
0.142 0.087 -0.155
-0.433 -0.332 -0.918
0.925 0.073 -0.026
-0.445 0.541 0.164
0.468 -0.096 -0.289
-0.586 0.016 -0.181
-0.020 -0.011 -0.527
-0.025 -0.028 0.622
0.181 0.094 -0.766
-0.500 0.223 0.307
-0.021 0.082 0.117
-0.176 -0.306 0.233
-0.278 0.044 0.049
0.180 0.018 -0.318
0.272 -0.067 -0.069
0.345 -0.067 0.513

As for the multiplicity: 7. Its energy is -2239.4898 hartree. The HOMO-LUMO gap (alpha / beta) comes out at 4.900 / 7.884 eV. The total charge is +3. The LUMO energy (alpha / beta) is -13.07 / -10.09 eV.

***

2.
DFT (ωB97M-V with the def2-TZVPD basis set) results for a molecular structure, C23H26IrN4O4PS6.

Last column: Mulliken spin population.
Atoms and positions in Å:
Ir  -1.6703  0.2619  -0.4277  0.0405
S  -2.2049  2.1282  0.9178  0.1322
S  -3.3618  3.3867  -0.1925  0.2275
S  -4.5435  2.1676  -1.3076  0.3050
S  -3.4341  0.6237  -1.9448  0.2962
O  0.3659  3.1430  -6.0997  -0.0001
C  0.7507  1.8856  -6.1243  0.0004
O  1.3658  1.4031  -7.0521  0.0000
C  0.3670  1.0413  -4.9595  -0.0089
C  0.5946  -0.3172  -4.9052  -0.0001
N  0.1299  -0.7410  -3.7172  -0.0019
N  -0.3961  0.2563  -2.9885  0.0179
C  -0.2472  1.3417  -3.7194  -0.0047
C  -0.6766  2.6448  -3.1054  0.0033
O  -0.5798  3.6732  -3.8164  0.0027
O  -1.0629  2.5733  -1.9210  -0.0100
H  -0.1624  3.3574  -5.2417  0.0005
H  1.0374  -0.9764  -5.6309  0.0001
H  0.0422  -1.6911  -3.3917  0.0002
S  -3.1272  -1.0385  0.8076  0.0081
C  -2.9090  -2.3679  -0.2664  -0.0018
S  -1.7499  -1.9034  -1.4613  0.0026
C  -3.5283  -3.5896  -0.1501  -0.0055
C  -3.2229  -4.6458  -1.0465  -0.0004
N  -2.9694  -5.5077  -1.7675  -0.0004
C  -4.4574  -3.8219  0.8970  0.0001
N  -5.2148  -4.0070  1.7450  -0.0004
C  2.2076  -1.7839  2.2071  -0.0004
C  1.0971  -1.6706  1.1506  -0.0013
C  1.6566  -2.1231  -0.2004  -0.0009
C  -0.0006  -2.6398  1.6045  0.0009
P  0.3042  0.0414  0.9851  -0.0181
C  -0.0025  0.4344  2.7682  -0.0137
C  0.9989  0.9315  3.6061  -0.0020
C  0.7762  1.1550  4.9551  0.0015
C  -0.4626  0.8785  5.5143  -0.0006
C  -1.4641  0.3704  4.7055  -0.0012
C  -1.2331  0.1508  3.3553  0.0112
C  1.6346  1.2841  0.4231  0.0066
C  1.1985  2.7121  0.7876  0.0028
C  3.0847  1.0523  0.8863  0.0003
C  1.6842  1.2456  -1.1116  -0.0079
H  2.3945  -2.8507  2.3557  0.0000
H  1.9096  -1.3753  3.1731  0.0000
H  3.1477  -1.3346  1.9068  -0.0001
H  2.0903  -3.1193  -0.0802  -0.0001
H  2.4421  -1.4626  -0.5620  0.0001
H  0.8731  -2.1902  -0.9543  0.0003
H  0.4150  -3.6505  1.5933  0.0000
H  -0.8669  -2.6320  0.9562  0.0010
H  -0.3199  -2.4219  2.6250  0.0000
H  1.9774  1.1514  3.2180  0.0001
H  1.5788  1.5450  5.5684  0.0000
H  -0.6412  1.0541  6.5671  0.0000
H  -2.4383  0.1400  5.1158  -0.0003
H  -2.0346  -0.2640  2.7681  0.0053
H  1.3118  2.9527  1.8410  0.0018
H  0.1656  2.9021  0.4953  0.0041
H  1.8279  3.3985  0.2156  -0.0003
H  3.2508  0.9968  1.9587  -0.0002
H  3.6629  1.9013  0.5128  0.0001
H  3.5124  0.1600  0.4324  -0.0003
H  0.7471  1.6008  -1.5241  0.0071
H  1.9021  0.2564  -1.5113  0.0008
H  2.4768  1.9230  -1.4381  -0.0002

Force components x, y, z for each atom (eV/Å):
-0.435 0.247 0.543
-0.194 0.206 -0.147
-0.006 -0.469 -0.023
0.177 0.146 0.082
-0.030 0.024 0.156
-0.237 -0.077 -0.038
-0.155 -0.008 -0.073
0.064 0.030 0.024
0.175 -0.139 0.028
-0.079 0.098 -0.025
-0.100 0.056 -0.083
0.162 -0.380 -0.342
-0.132 0.020 -0.088
-0.103 0.133 0.014
-0.258 -0.110 -0.008
0.070 0.077 0.128
0.518 0.117 0.082
0.013 -0.011 -0.022
0.022 0.041 0.011
0.135 0.053 -0.289
0.170 0.060 -0.136
-0.074 -0.145 0.144
0.119 0.178 -0.002
-0.022 -0.101 -0.067
0.039 -0.029 -0.052
-0.105 -0.092 0.024
-0.023 0.022 0.086
-0.058 0.036 0.033
-0.002 0.003 0.034
-0.052 -0.034 -0.006
0.012 -0.004 0.023
0.130 0.081 0.078
0.004 -0.035 -0.028
0.021 0.094 -0.034
-0.016 0.012 0.002
0.003 -0.014 -0.035
0.000 0.014 0.060
-0.059 -0.021 -0.074
0.089 -0.030 -0.123
-0.055 -0.043 -0.079
-0.048 -0.030 -0.017
-0.031 -0.001 0.121
0.028 -0.005 -0.010
-0.004 -0.016 -0.044
0.052 0.115 -0.047
-0.020 -0.032 0.001
0.047 -0.020 0.011
-0.002 0.039 0.004
-0.002 -0.022 0.014
-0.024 0.011 -0.042
-0.038 0.014 -0.003
0.010 0.042 -0.039
-0.001 0.008 -0.001
-0.003 0.001 0.013
-0.010 -0.005 0.012
0.005 0.003 -0.056
-0.003 -0.073 0.165
0.136 0.011 -0.021
0.023 0.017 0.021
-0.039 -0.007 -0.016
0.013 0.010 0.021
-0.002 -0.049 -0.006
0.181 -0.040 0.178
-0.026 0.008 -0.016
0.032 0.020 -0.021

As for the multiplicity: 2. Its energy is -4247.0550 hartree. The HOMO-LUMO gap (alpha / beta) comes out at 7.583 / 5.586 eV. The total charge is -1. The LUMO energy (alpha / beta) is 1.88 / -0.03 eV.

***

3.
DFT (ωB97M-V with the def2-TZVPD basis set) results for a single C7H17NOSi molecule in a non-equilibrium geometry.

Last column: Mulliken charge in e.
Atoms and positions in Å:
C  0.7410  -3.0042  -1.4428  -1.0392
C  1.3742  -1.8098  -1.2425  0.7458
C  2.8988  -1.6366  -1.2919  -1.0096
O  0.7286  -0.5869  -0.9530  -0.3574
C  -0.8235  -0.1219  -0.6149  0.0378
N  -1.5371  0.4005  -1.7353  -0.5021
Si  -0.7541  1.0490  0.9435  0.3845
C  0.9499  1.9587  1.1232  -1.1620
C  -1.1118  -0.0660  2.4780  -1.1285
C  -2.1615  2.4562  0.6250  -1.1293
H  -0.2888  -2.8210  -1.2683  0.2823
H  1.2841  -3.9187  -1.6228  0.3066
H  3.2368  -2.4873  -1.8371  0.3781
H  3.2771  -1.6417  -0.2167  0.2231
H  3.1525  -0.6917  -1.9051  0.2388
H  -1.2305  -1.1294  -0.3624  0.1984
H  -1.9598  -0.2859  -2.4076  0.2568
H  -1.0303  0.9896  -2.3550  0.2164
H  1.5546  1.1356  1.5146  0.3147
H  1.4096  2.1456  0.1732  0.3343
H  1.0142  2.6622  1.8853  0.4345
H  -1.7346  -0.9675  2.3430  0.3623
H  -0.3232  -0.2786  3.2546  0.3543
H  -1.6694  0.6286  3.2586  0.2807
H  -2.5025  2.7309  1.5869  0.3614
H  -1.6463  3.3111  0.1500  0.2719
H  -2.8479  1.9792  -0.0805  0.3454

Force components x, y, z for each atom (eV/Å):
1.309 3.012 0.652
-0.960 0.004 0.053
-1.199 1.622 0.419
0.028 0.287 0.053
1.306 -2.241 -0.834
-0.614 -1.706 -0.716
0.055 1.215 -0.077
-0.916 -3.506 -0.517
-0.624 1.778 2.539
2.464 -1.882 -0.953
-1.150 -1.169 -0.197
-0.374 -0.023 -0.016
0.695 -0.644 -0.200
-0.166 0.312 -1.577
-0.219 -1.380 1.356
-0.204 0.980 0.114
0.648 0.371 1.376
0.754 1.017 0.116
0.236 -0.186 0.005
0.057 0.777 -0.439
-0.126 1.827 0.868
0.299 0.483 -0.083
0.059 -0.276 -1.544
0.220 -1.084 -1.803
-0.933 0.349 0.805
-0.302 -0.407 0.149
-0.341 0.470 0.449

As for the multiplicity: 1. Its energy is -696.3190 hartree. The HOMO-LUMO gap comes out at 9.128 eV. The LUMO energy is 0.85 eV. The SMILES is C=C(C)O[C@H](N)[Si](C)(C)C.

***

Q: Look up the multiplicity of the second one.
A: 2

***

Q: The highest energy belongs to which entry?
A: C7H17NOSi

***

Q: Look up the energy of the first one.
A: -2239.4898 hartree

***

Q: Look up the multiplicity of the first one.
A: 7